# 1
Here is one molecule with the formula C4H5NO from the OMol25 dataset. Energies are from the ωB97M-V functional and the def2-TZVPD basis.

Geometry as ORCA input:
```
! RIJCOSX wB97M-V def2-TZVPD def2/J DEFGRID3
* xyz 0 1
N 0.311 -0.299 1.641
C 1.126 0.261 0.702
O 2.282 0.586 0.927
C 0.534 0.489 -0.643
C -0.743 0.134 -1.044
C -1.918 -0.401 -1.133
H 0.742 -0.565 2.513
H -0.561 -0.733 1.386
H 1.239 0.875 -1.371
H -0.113 -0.410 -1.850
H -2.898 0.064 -1.130
*
```

Properties
energy above the lowest of the compared OMol25 structures with the same formula, charge and spin	457.2	kJ/mol
Kohn-Sham gap (alpha / beta)	7.819 / 7.819	eV
E_LUMO (alpha / beta)	-0.68 / -0.68	eV
E	-285.2404	hartree

***

# 2
Here is C4H5NO as an isolated structure in a non-equilibrium geometry from the OMol25 dataset. Energies are from the ωB97M-V functional and the def2-TZVPD basis.

Geometry as ORCA input:
```
! RIJCOSX wB97M-V def2-TZVPD def2/J DEFGRID3
* xyz 0 1
O 0.688 -0.658 2.302
C 0.325 -0.321 1.195
C 1.146 0.065 -0.011
N 0.093 0.846 -0.657
C -0.808 0.089 -1.251
C -1.055 -0.147 0.764
H 1.986 0.707 0.249
H 1.482 -0.813 -0.573
H -0.632 -0.950 -1.543
H -1.579 0.614 -1.831
H -1.645 0.568 1.357
*
```

Properties
energy above the lowest of the compared OMol25 structures with the same formula, charge and spin	433.8	kJ/mol
Kohn-Sham gap	8.952	eV
E_LUMO	-0.16	eV
E	-285.2494	hartree

***

# 3
Here is one molecule with the formula C4H5NO from the OMol25 dataset. Energies are from the ωB97M-V functional and the def2-TZVPD basis.

Geometry as ORCA input:
```
! RIJCOSX wB97M-V def2-TZVPD def2/J DEFGRID3
* xyz 0 1
O -0.217 0.102 -1.506
C -1.165 -0.183 -0.634
C -0.878 -0.924 0.480
C 0.868 0.422 0.723
C 0.982 0.590 -0.698
N 2.001 1.166 -0.980
H -2.096 0.379 -0.738
H -0.114 -1.693 0.436
H -1.630 -1.038 1.256
H 1.544 -0.261 1.228
H 0.550 1.282 1.309
*
```

Properties
energy above the lowest of the compared OMol25 structures with the same formula, charge and spin	456.2	kJ/mol
Kohn-Sham gap (alpha / beta)	8.352 / 8.348	eV
E_LUMO (alpha / beta)	-0.53 / -0.53	eV
E	-285.2408	hartree

***

# 4
Here is one molecule with the formula C4H5NO from the OMol25 dataset. Energies are from the ωB97M-V functional and the def2-TZVPD basis.

Geometry as ORCA input:
```
! RIJCOSX wB97M-V def2-TZVPD def2/J DEFGRID3
* xyz 0 1
C -0.304 -1.090 -0.379
C 0.350 0.095 -0.937
O -0.265 1.308 -0.649
C -0.452 1.383 0.691
N 0.062 0.499 1.450
C 0.610 -0.511 0.640
H -1.370 -1.000 -0.201
H 0.067 -2.008 -0.823
H 0.778 0.107 -1.944
H -0.878 2.312 1.027
H 1.401 -1.094 1.126
*
```

Properties
energy above the lowest of the compared OMol25 structures with the same formula, charge and spin	187.3	kJ/mol
Kohn-Sham gap	10.486	eV
E_LUMO	1.08	eV
SMILES string	C1=N[C@H]2C[C@H]2O1
E	-285.3432	hartree

***

# 5
Here is C4H5NO as an isolated structure in a non-equilibrium geometry from the OMol25 dataset. Energies are from the ωB97M-V functional and the def2-TZVPD basis.

Geometry as ORCA input:
```
! RIJCOSX wB97M-V def2-TZVPD def2/J DEFGRID3
* xyz 0 1
C 1.460 -0.104 1.091
C -0.074 0.418 -0.082
C 0.363 -0.784 0.080
N -2.001 -0.876 -1.562
C -2.179 0.250 -1.739
O -0.287 1.564 -0.186
H 1.070 0.446 1.967
H 1.943 -1.007 1.406
H 2.195 0.558 0.606
H -0.186 -1.683 0.347
H -2.306 1.305 -1.870
*
```

Properties
energy above the lowest of the compared OMol25 structures with the same formula, charge and spin	298.1	kJ/mol
Kohn-Sham gap	10.000	eV
E_LUMO	0.97	eV
E	-285.3010	hartree

***

# 6
Here is one molecule with the formula C4H5NO in a non-equilibrium geometry from the OMol25 dataset. Energies are from the ωB97M-V functional and the def2-TZVPD basis.

Geometry as ORCA input:
```
! RIJCOSX wB97M-V def2-TZVPD def2/J DEFGRID3
* xyz 0 1
N -0.421 -2.259 1.816
C -0.671 -1.288 1.240
C -0.251 0.087 0.984
C 0.591 0.135 -0.264
C -0.042 0.484 -1.528
O 0.747 1.426 -0.808
H 0.372 0.302 1.861
H -1.077 0.792 0.953
H 1.483 -0.498 -0.257
H 0.385 0.146 -2.467
H -1.116 0.673 -1.530
*
```

Properties
energy above the lowest of the compared OMol25 structures with the same formula, charge and spin	194.9	kJ/mol
Kohn-Sham gap	11.632	eV
E_LUMO	0.66	eV
SMILES string	N#CC[C@H]1CO1
E	-285.3404	hartree

***

# 7
Here is one molecule with the formula C4H5NO in a non-equilibrium geometry from the OMol25 dataset. Energies are from the ωB97M-V functional and the def2-TZVPD basis.

Geometry as ORCA input:
```
! RIJCOSX wB97M-V def2-TZVPD def2/J DEFGRID3
* xyz 0 1
C -0.004 0.361 1.480
C -0.620 0.142 0.079
C 0.434 0.149 -0.965
O 1.220 1.055 -1.096
C 0.355 -1.023 -1.841
N 0.256 -2.041 -2.377
H 0.154 -0.603 1.993
H 0.976 0.841 1.393
H -0.637 0.961 2.130
H -1.295 -0.718 0.078
H -1.139 0.922 -0.561
*
```

Properties
energy above the lowest of the compared OMol25 structures with the same formula, charge and spin	130.5	kJ/mol
Kohn-Sham gap	10.724	eV
E_LUMO	-0.33	eV
SMILES string	CCC(=O)C#N
E	-285.3649	hartree

***

# 8
Here is one molecule with the formula C4H5NO in a non-equilibrium geometry from the OMol25 dataset. Energies are from the ωB97M-V functional and the def2-TZVPD basis.

Geometry as ORCA input:
```
! RIJCOSX wB97M-V def2-TZVPD def2/J DEFGRID3
* xyz 0 1
C 0.480 1.532 -0.752
C 0.038 0.240 -0.072
C -0.448 -2.235 0.970
O -0.131 -3.318 1.242
C -1.435 -1.192 0.952
N -1.323 -0.030 0.497
H 1.519 1.331 -1.057
H 0.514 2.411 -0.102
H -0.068 1.774 -1.669
H 0.159 -0.572 -0.792
H 0.694 0.059 0.783
*
```

Properties
energy above the lowest of the compared OMol25 structures with the same formula, charge and spin	314.8	kJ/mol
Kohn-Sham gap	8.243	eV
E_LUMO	-0.71	eV
SMILES string	CCN=C=C=O
E	-285.2947	hartree

***

# 9
Here is one molecule with the formula C4H5NO from the OMol25 dataset. Energies are from the ωB97M-V functional and the def2-TZVPD basis.

Geometry as ORCA input:
```
! RIJCOSX wB97M-V def2-TZVPD def2/J DEFGRID3
* xyz 0 1
O -0.150 -0.480 -2.363
C -0.093 -0.280 -1.170
C 0.671 0.805 -0.413
C 0.217 0.640 1.010
C -0.536 -0.460 1.081
N -0.714 -1.030 -0.189
H 0.547 1.788 -0.876
H 1.740 0.558 -0.462
H 0.550 1.247 1.840
H -0.943 -0.960 1.951
H -1.289 -1.827 -0.408
*
```

Properties
energy above the lowest of the compared OMol25 structures with the same formula, charge and spin	1.3	kJ/mol
Kohn-Sham gap	9.619	eV
E_LUMO	0.93	eV
SMILES string	O=C1CC=CN1
E	-285.4141	hartree

***

# 10
Here is one molecule with the formula C4H5NO in a non-equilibrium geometry from the OMol25 dataset. Energies are from the ωB97M-V functional and the def2-TZVPD basis.

Geometry as ORCA input:
```
! RIJCOSX wB97M-V def2-TZVPD def2/J DEFGRID3
* xyz 0 1
N 2.646 0.796 0.249
C 1.829 0.012 0.014
C 0.675 -0.873 -0.167
C -0.481 -0.161 0.504
C -1.203 0.859 -0.246
O -1.766 -0.431 0.004
H 0.865 -1.862 0.268
H 0.437 -1.015 -1.227
H -0.395 -0.061 1.586
H -1.674 1.673 0.300
H -0.932 1.063 -1.285
*
```

Properties
energy above the lowest of the compared OMol25 structures with the same formula, charge and spin	154.8	kJ/mol
Kohn-Sham gap	11.851	eV
E_LUMO	0.89	eV
SMILES string	N#CC[C@H]1CO1
E	-285.3556	hartree

***

# 11
Here is C4H5NO as an isolated structure from the OMol25 dataset. Energies are from the ωB97M-V functional and the def2-TZVPD basis.

Geometry as ORCA input:
```
! RIJCOSX wB97M-V def2-TZVPD def2/J DEFGRID3
* xyz 0 1
N 1.193 -1.330 0.262
C 1.770 -0.257 0.098
C 0.633 0.908 0.108
C -0.454 0.367 -0.842
C -0.801 -0.385 0.422
O -0.210 0.583 1.191
H 1.008 1.928 0.117
H -1.183 1.162 -1.031
H -0.179 -0.159 -1.756
H -1.725 -0.832 0.785
H 0.539 -2.033 0.565
*
```

Properties
energy above the lowest of the compared OMol25 structures with the same formula, charge and spin	558.6	kJ/mol
Kohn-Sham gap	8.140	eV
E_LUMO	0.68	eV
E	-285.2018	hartree

***

# 12
Here is one molecule with the formula C4H5NO in a non-equilibrium geometry from the OMol25 dataset. Energies are from the ωB97M-V functional and the def2-TZVPD basis.

Geometry as ORCA input:
```
! RIJCOSX wB97M-V def2-TZVPD def2/J DEFGRID3
* xyz 0 1
C 1.548 0.033 0.067
C 0.077 -0.001 -0.170
C -0.917 1.095 -0.058
C -0.886 -1.088 -0.131
H 1.817 -0.187 1.074
H 2.077 0.920 -0.139
H 1.890 -0.849 -0.439
H -0.717 2.155 -0.215
H -0.708 -2.154 -0.133
N -2.113 0.717 0.038
O -2.067 -0.641 0.106
*
```

Properties
energy above the lowest of the compared OMol25 structures with the same formula, charge and spin	222.5	kJ/mol
Kohn-Sham gap	10.078	eV
E_LUMO	0.93	eV
SMILES string	Cc1cnoc1
E	-285.3298	hartree

***

# 13
Here is C4H5NO as an isolated structure in a non-equilibrium geometry from the OMol25 dataset. Energies are from the ωB97M-V functional and the def2-TZVPD basis.

Geometry as ORCA input:
```
! RIJCOSX wB97M-V def2-TZVPD def2/J DEFGRID3
* xyz 0 1
C -2.259 0.248 -0.677
C -2.276 -0.569 0.332
C 0.337 -0.713 0.088
C 1.524 0.214 -0.110
N -1.255 0.390 0.442
O 0.113 -1.867 0.087
H -2.400 0.587 -1.665
H -2.742 -1.194 0.955
H 1.240 0.513 -1.157
H 2.451 -0.477 0.086
H 1.305 0.872 0.738
*
```

Properties
energy above the lowest of the compared OMol25 structures with the same formula, charge and spin	546.7	kJ/mol
Kohn-Sham gap	8.083	eV
E_LUMO	0.91	eV
E	-285.2063	hartree

***

# 14
Here is one molecule with the formula C4H5NO from the OMol25 dataset. Energies are from the ωB97M-V functional and the def2-TZVPD basis.

Geometry as ORCA input:
```
! RIJCOSX wB97M-V def2-TZVPD def2/J DEFGRID3
* xyz 0 1
N 0.690 0.555 0.981
C 1.222 1.713 1.297
C 0.201 0.119 -0.308
C -0.171 -1.305 -0.560
O -1.162 -1.397 0.478
C -1.213 -0.332 -0.485
H 0.520 -0.116 1.724
H 1.269 2.286 0.340
H 0.655 0.667 -1.133
H 0.062 -2.102 -1.246
H -2.074 -0.090 -1.087
*
```

Properties
energy above the lowest of the compared OMol25 structures with the same formula, charge and spin	539.1	kJ/mol
Kohn-Sham gap	9.193	eV
E_LUMO	0.90	eV
E	-285.2092	hartree

***

# 15
Here is C4H5NO as an isolated structure in a non-equilibrium geometry from the OMol25 dataset. Energies are from the ωB97M-V functional and the def2-TZVPD basis.

Geometry as ORCA input:
```
! RIJCOSX wB97M-V def2-TZVPD def2/J DEFGRID3
* xyz 0 1
C -1.680 -0.118 -0.023
C 0.212 0.077 0.152
C -0.483 1.141 0.280
O 2.832 0.628 -0.124
C 2.325 -0.445 -0.346
N 1.012 -0.836 -0.101
H -1.916 -0.860 0.748
H -1.747 -0.608 -1.000
H -2.443 0.642 0.004
H -0.671 1.749 1.154
H 2.851 -1.305 -0.767
*
```

Properties
energy above the lowest of the compared OMol25 structures with the same formula, charge and spin	378.2	kJ/mol
Kohn-Sham gap	10.047	eV
E_LUMO	0.81	eV
E	-285.2705	hartree

***

# 16
Here is one molecule with the formula C4H5NO in a non-equilibrium geometry from the OMol25 dataset. Energies are from the ωB97M-V functional and the def2-TZVPD basis.

Geometry as ORCA input:
```
! RIJCOSX wB97M-V def2-TZVPD def2/J DEFGRID3
* xyz 0 1
C -0.452 0.197 -1.241
C -0.272 -1.276 -1.167
C 0.694 -0.351 1.496
C -0.351 1.001 -0.126
N -0.205 0.436 1.108
O 0.316 -1.917 -2.019
H -0.640 0.640 -2.301
H -0.575 -1.851 -0.288
H 0.426 -0.960 2.300
H 1.656 -0.304 1.110
H -0.668 2.091 -0.093
*
```

Properties
energy above the lowest of the compared OMol25 structures with the same formula, charge and spin	231.6	kJ/mol
Kohn-Sham gap	9.286	eV
E_LUMO	0.28	eV
SMILES string	C=N/C=C\C=O
E	-285.3264	hartree

***

# 17
Here is a 2-piece molecular cluster, C4H5NO overall in a non-equilibrium geometry from the OMol25 dataset. Energies are from the ωB97M-V functional and the def2-TZVPD basis.

Geometry as ORCA input:
```
! RIJCOSX wB97M-V def2-TZVPD def2/J DEFGRID3
* xyz 0 1
N -1.021 -0.302 2.197
C -0.999 0.278 1.195
C -1.092 0.328 -1.229
C -0.988 0.973 -0.066
C 1.806 -0.860 0.352
O 2.007 -0.479 -0.775
H -1.098 0.862 -2.175
H -1.142 -0.756 -1.291
H -0.889 2.054 -0.014
H 1.982 -0.217 1.235
H 1.434 -1.880 0.572
*
```

Properties
energy above the lowest of the compared OMol25 structures with the same formula, charge and spin	188.4	kJ/mol
Kohn-Sham gap	10.481	eV
E_LUMO	0.23	eV
SMILES string	C=CC#N.C=O
E	-285.3428	hartree

***

# 18
Here is one molecule with the formula C4H5NO in a non-equilibrium geometry from the OMol25 dataset. Energies are from the ωB97M-V functional and the def2-TZVPD basis.

Geometry as ORCA input:
```
! RIJCOSX wB97M-V def2-TZVPD def2/J DEFGRID3
* xyz 0 1
O 1.433 -1.904 -0.167
C 1.592 -0.746 0.131
C 0.491 0.273 0.263
C -0.855 -0.146 -0.339
C -1.874 0.897 -0.164
N -2.661 1.734 -0.032
H 2.591 -0.347 0.410
H 0.825 1.235 -0.142
H 0.429 0.420 1.350
H -1.222 -1.077 0.102
H -0.750 -0.338 -1.412
*
```

Properties
energy above the lowest of the compared OMol25 structures with the same formula, charge and spin	59.6	kJ/mol
Kohn-Sham gap	11.136	eV
E_LUMO	0.62	eV
SMILES string	N#CCCC=O
E	-285.3919	hartree

***

# 19
Here is one molecule with the formula C4H5NO in a non-equilibrium geometry from the OMol25 dataset. Energies are from the ωB97M-V functional and the def2-TZVPD basis.

Geometry as ORCA input:
```
! RIJCOSX wB97M-V def2-TZVPD def2/J DEFGRID3
* xyz 0 1
C 0.843 1.435 -0.287
C -1.593 -1.129 0.369
C 0.418 0.121 0.532
C 0.858 0.216 -0.872
N -0.941 -0.138 0.888
O 1.197 -0.494 -1.977
H 0.927 2.484 -0.292
H -2.667 -1.344 0.688
H 1.091 -0.306 1.244
H -1.208 0.616 1.595
H 1.074 -1.461 -1.889
*
```

Properties
energy above the lowest of the compared OMol25 structures with the same formula, charge and spin	519.7	kJ/mol
Kohn-Sham gap	8.967	eV
E_LUMO	0.94	eV
E	-285.2166	hartree

***

# 20
Here is one molecule with the formula C4H5NO in a non-equilibrium geometry from the OMol25 dataset. Energies are from the ωB97M-V functional and the def2-TZVPD basis.

Geometry as ORCA input:
```
! RIJCOSX wB97M-V def2-TZVPD def2/J DEFGRID3
* xyz 0 1
C -0.200 -0.105 0.659
C -0.369 -1.041 -0.364
C 0.119 -0.495 -1.528
C -0.010 1.115 0.032
H -0.918 -0.658 2.700
H -0.073 0.823 2.532
H -0.852 -2.142 -0.657
H 0.601 -0.831 -2.484
H 0.395 2.033 0.288
N -0.003 -0.288 2.144
O 0.453 0.744 -1.273
*
```

Properties
energy above the lowest of the compared OMol25 structures with the same formula, charge and spin	324.6	kJ/mol
Kohn-Sham gap	9.495	eV
E_LUMO	0.92	eV
SMILES string	Nc1ccoc1
E	-285.2910	hartree